ORCA calculation (wB97M-V/def2-TZVPD) on a cluster of 2 separate species, C6H10N4 in total at a distorted geometry.

```
20
Properties=species:S:1:pos:R:3
H 3.14 0.76 -0.06
N 2.13 0.67 -0.27
N 1.72 0.75 -1.42
H 0.74 0.74 -1.49
N 0.99 -2.25 1.33
N -0.07 -2.11 0.44
C -0.57 -0.83 0.19
C -0.29 0.20 1.09
C -0.61 1.49 0.79
C -1.28 1.78 -0.39
C -1.79 0.76 -1.25
C -1.28 -0.50 -1.01
H 1.54 -1.36 1.56
H 0.64 -2.54 2.22
H 0.13 -2.57 -0.50
H 0.28 0.02 1.99
H -0.37 2.37 1.38
H -1.53 2.79 -0.71
H -2.13 1.07 -2.16
H -1.40 -1.23 -1.71
```

Results
2S+1 = 1
gap between HOMO and LUMO = 0.32086 Eh
LUMO energy = 0.803 eV
E = -12341.0246 eV
structure (SMILES) = [H]/N=N/[H].NNc1ccccc1
strongest force on any atom = 4.6 eV/Å
energy relative to the best compared isomer or geometry (same formula, charge and spin) = 79.5 kcal/mol

Here are the natural (NBO) charges for atoms 1 to 5, given in e: number 1, H, carries 0.315; number 2, N, carries -0.338; number 3, N, carries -0.300; number 4, H, carries 0.330; number 5, N, carries -0.649